Molecular formula: C4H10NO2
Method: DFT, the ωB97M-V functional and the def2-TZVPD basis

The geometry in XYZ format:
```
17
C4H10NO2 (the ωB97M-V functional and the def2-TZVPD basis)
C 0.63 0.79 0.59
C -0.68 1.51 0.18
C -1.43 0.76 -1.08
O -1.46 -0.57 -1.23
N 0.99 -0.41 -0.11
C 1.24 -1.56 0.65
O 0.40 -2.67 0.28
H 0.53 0.52 1.66
H 1.44 1.54 0.62
H -0.52 2.43 -0.36
H -1.38 1.52 1.01
H -0.84 1.19 -1.94
H -2.41 1.30 -1.06
H 0.31 -0.59 -0.86
H 2.25 -1.92 0.46
H 0.98 -1.42 1.71
H -0.06 -2.40 -0.53
```

Properties
Total charge: -1
Highest occupied orbital energy in Ha: -0.1041
SMILES: [O-]CCCNCO
Orbital gap in eV: 7.09
E_LUMO in Ha: 0.1565
Spin multiplicity: 1
E in a.u.: -363.5952

Molecular formula: C4H10NO2
Method: DFT, the ωB97M-V functional and the def2-TZVPD basis

The geometry in XYZ format:
```
17
C4H10NO2 (the ωB97M-V functional and the def2-TZVPD basis)
C -0.75 -0.45 -0.53
O -0.21 0.50 0.32
C -1.01 0.13 -1.88
N -1.62 -0.93 -2.76
H -0.01 -1.27 -0.65
H -1.71 -0.90 -0.02
H -1.57 1.09 -1.91
H -0.04 0.40 -2.37
H -2.45 -1.32 -2.31
H -1.76 -0.61 -3.72
O 3.26 1.30 2.04
C 2.02 1.20 2.17
C 1.31 -0.10 2.39
H 1.34 2.10 2.13
H 0.43 -0.06 1.49
H 0.74 -0.15 3.36
H 2.02 -0.92 2.25
```

Properties
Total charge: -1
Highest occupied orbital energy in Ha: -0.1173
Orbital gap in eV: 7.31
E_LUMO in Ha: 0.1514
Spin multiplicity: 1
E in a.u.: -363.5998

Molecular formula: C4H10NO2
Method: DFT, the ωB97M-V functional and the def2-TZVPD basis

The geometry in XYZ format:
```
17
C4H10NO2 (the ωB97M-V functional and the def2-TZVPD basis)
N 1.38 -0.12 -2.55
C 1.90 0.09 -1.20
O 1.94 -1.07 -0.41
H 1.99 -0.76 -3.05
H 0.48 -0.59 -2.45
H 2.92 0.46 -1.28
H 1.26 0.85 -0.75
C -2.22 1.57 2.16
C -1.67 0.83 0.96
C -1.03 -0.36 1.08
O -0.58 -1.14 0.16
H -3.30 1.47 2.26
H -1.75 1.19 3.07
H -2.01 2.65 2.11
H -1.85 1.25 -0.02
H -0.90 -0.70 2.14
H 0.99 -1.22 -0.11
```

Properties
Total charge: -1
Highest occupied orbital energy in Ha: -0.1018
Orbital gap in eV: 7.11
E_LUMO in Ha: 0.1595
Spin multiplicity: 1
E in a.u.: -363.6586

Molecular formula: C4H10NO2
Method: DFT, the ωB97M-V functional and the def2-TZVPD basis

The geometry in XYZ format:
```
17
C4H10NO2 (the ωB97M-V functional and the def2-TZVPD basis)
C -0.88 -0.70 1.01
C 0.31 -0.62 0.06
C 1.39 0.35 0.53
O 2.01 -0.09 1.75
N -0.01 -0.29 -1.32
C -0.84 0.98 -1.62
O -2.07 1.01 -1.17
H -1.53 0.17 0.87
H -1.54 -1.52 0.71
H -0.65 -0.86 2.08
H 0.81 -1.59 0.05
H 0.99 1.36 0.64
H 2.17 0.31 -0.24
H 1.30 -0.27 2.37
H -0.56 -1.03 -1.74
H -0.73 0.98 -2.73
H -0.17 1.80 -1.25
```

Properties
Total charge: -1
Highest occupied orbital energy in Ha: -0.0962
SMILES: C[C@H](CO)NC[O-]
Orbital gap in eV: 6.37
E_LUMO in Ha: 0.1378
Spin multiplicity: 1
E in a.u.: -363.6227

Molecular formula: C4H10NO2
Method: DFT, the ωB97M-V functional and the def2-TZVPD basis

The geometry in XYZ format:
```
17
C4H10NO2 (the ωB97M-V functional and the def2-TZVPD basis)
C 1.08 -1.20 -0.97
O 2.45 -1.29 -0.57
C 0.45 0.10 -0.43
C -1.10 0.05 -0.68
C -1.85 1.07 0.23
O -2.03 0.66 1.52
N 0.83 0.45 0.94
H 0.49 -2.03 -0.55
H 0.84 -1.26 -2.04
H 2.62 -0.39 -0.25
H 0.72 0.93 -1.07
H -1.55 -0.96 -0.51
H -1.48 0.24 -1.70
H -2.82 1.37 -0.20
H -1.24 2.04 0.22
H 0.64 1.44 1.04
H 0.12 0.02 1.54
```

Properties
Total charge: -1
Highest occupied orbital energy in Ha: -0.0920
SMILES: N[C@@H](CO)CC[O-]
Orbital gap in eV: 6.35
E_LUMO in Ha: 0.1412
Spin multiplicity: 1
E in a.u.: -363.6139

Molecular formula: C4H10NO2
Method: DFT, the ωB97M-V functional and the def2-TZVPD basis

The geometry in XYZ format:
```
17
C4H10NO2 (the ωB97M-V functional and the def2-TZVPD basis)
C -1.04 -1.84 0.22
O -0.62 -2.92 -0.47
C -0.20 -0.60 -0.30
C -0.17 0.66 0.61
C 0.91 1.66 0.11
O 2.00 1.73 1.10
N -0.39 -0.13 -1.68
H -2.10 -1.49 0.15
H -0.81 -1.91 1.32
H 0.78 -1.09 -0.13
H -1.09 1.26 0.51
H -0.11 0.47 1.68
H 1.50 1.48 -0.78
H 0.56 2.70 0.05
H 1.95 1.01 1.71
H -1.37 -0.26 -1.89
H 0.21 -0.74 -2.22
```

Properties
Total charge: -1
Highest occupied orbital energy in Ha: -0.0916
SMILES: N[C@H](C[O-])CCO
Orbital gap in eV: 6.33
E_LUMO in Ha: 0.1412
Spin multiplicity: 1
E in a.u.: -363.5979

Molecular formula: C4H10NO2
Method: DFT, the ωB97M-V functional and the def2-TZVPD basis

The geometry in XYZ format:
```
17
C4H10NO2 (the ωB97M-V functional and the def2-TZVPD basis)
C 1.25 -0.93 -0.13
C -0.11 -0.38 -0.52
C -0.58 0.83 0.29
C -0.45 0.58 1.79
O -1.64 0.25 2.33
O 0.57 0.63 2.39
N -0.01 0.06 -1.97
H 1.61 -1.68 -0.84
H 1.18 -1.37 0.85
H 1.98 -0.12 -0.08
H -0.88 -1.16 -0.53
H -1.62 1.05 0.08
H 0.09 1.67 0.08
H -1.51 0.10 3.28
H -0.76 0.67 -2.30
H 0.03 -0.77 -2.58
H 0.86 0.57 -2.13
```

Properties
Total charge: +1
Highest occupied orbital energy in Ha: -0.5310
SMILES: C[C@H]([NH3+])CC(=O)O
Orbital gap in eV: 10.65
E_LUMO in Ha: -0.1396
Spin multiplicity: 1
E in a.u.: -363.4199

Molecular formula: C4H10NO2
Method: DFT, the ωB97M-V functional and the def2-TZVPD basis

The geometry in XYZ format:
```
17
C4H10NO2 (the ωB97M-V functional and the def2-TZVPD basis)
C -0.28 -1.39 -0.16
C -0.21 0.05 -0.52
C -0.15 0.84 0.84
C 1.27 0.47 1.41
O 2.22 0.84 0.51
O 1.43 -0.12 2.42
N -1.37 0.31 -1.47
H -0.03 -2.04 -1.02
H 0.52 -1.76 0.50
H -1.18 -1.86 0.22
H 0.70 0.41 -1.02
H -0.23 1.91 0.81
H -0.83 0.34 1.58
H 3.06 0.95 1.00
H -2.02 -0.48 -1.55
H -1.89 1.13 -1.13
H -1.03 0.41 -2.42
```

Properties
Total charge: +1
Highest occupied orbital energy in Ha: -0.5321
SMILES: C[C@@H]([NH3+])CC(=O)O
Orbital gap in eV: 10.65
E_LUMO in Ha: -0.1406
Spin multiplicity: 1
E in a.u.: -363.3902

Molecular formula: C4H10NO2P
Method: DFT, the ωB97M-V functional and the def2-TZVPD basis

The geometry in XYZ format:
```
18
C4H10NO2P (the ωB97M-V functional and the def2-TZVPD basis)
C 0.35 1.18 -0.86
C 1.66 0.47 -0.46
C 0.35 -2.10 1.36
C -1.93 0.42 -0.70
N -0.62 0.21 -1.14
O -0.60 0.39 2.02
O 1.77 0.23 0.91
P 0.60 -0.43 1.84
H 0.07 1.91 -0.09
H 0.56 1.71 -1.80
H 1.73 -0.46 -1.03
H 2.52 1.11 -0.71
H -0.65 -2.48 1.32
H 1.17 -2.74 1.11
H -2.55 0.68 -1.57
H -2.33 -0.53 -0.34
H -2.05 1.19 0.07
H 1.45 -0.42 2.94
```

Properties
Total charge: 0
Highest occupied orbital energy (spin up / spin down) in Ha: -0.3282 / -0.3452
Orbital gap (spin up / spin down) in eV: 7.48 / 9.38
E_LUMO (spin up / spin down) in Ha: -0.0534 / -0.0007
Spin multiplicity: 1
E in a.u.: -704.9013

Molecular formula: C4H10NO2P
Method: DFT, the ωB97M-V functional and the def2-TZVPD basis

The geometry in XYZ format:
```
18
C4H10NO2P (the ωB97M-V functional and the def2-TZVPD basis)
C 2.71 -1.71 -1.48
C -0.76 -1.02 -0.94
C -1.11 1.43 -0.70
C -1.22 0.21 -0.19
N 1.28 0.88 1.85
O 3.76 -1.30 -1.37
O 1.73 -2.26 -1.71
P -1.67 0.26 1.63
H -0.53 -0.73 -2.03
H -1.60 -1.71 -0.97
H 0.00 -1.39 -0.38
H -1.21 2.36 -0.28
H -0.77 1.48 -1.71
H 1.78 1.50 2.42
H 1.49 1.16 0.84
H 1.60 -0.08 2.09
H -3.03 -0.51 1.57
H -2.45 1.43 1.36
```

Properties
Total charge: 0
Highest occupied orbital energy in Ha: -0.3146
SMILES: C=C(C)P.O=C=O.N
Orbital gap in eV: 8.86
E_LUMO in Ha: 0.0111
Spin multiplicity: 1
E in a.u.: -704.9430

Listing ΔE to the lowest compared entry with this formula, charge and spin for the structures above in their given order: 81.1; 78.2; 41.3; 63.9; 69.4; 79.4; 9.9; 28.5; 101.3; 75.2 kcal per mole.